# 1
A molecular structure, C12H24CuO12 at a distorted geometry, computed with ωB97M-V/def2-TZVPD.

Cartesian coordinates (Å):
Cu1 0.3271 -0.4513 -1.0190
O1 4.3705 -1.0277 -2.0600
O2 0.4447 -1.8388 2.7301
O3 2.4411 -1.0694 -0.9004
O4 1.0393 0.0488 3.5267
O5 -1.8676 -1.1439 -0.2747
O6 -0.6157 1.6388 -1.1970
O7 -2.0465 3.1578 -0.3297
O8 -3.6290 -0.9237 1.0930
O9 4.4772 -0.9347 0.0791
O10 -3.9667 -0.7949 -1.0127
O11 -1.8394 3.0443 -2.4607
O12 0.7191 -0.1139 1.3059
C1 0.7203 -0.5864 2.4214
C2 -2.7829 -1.0579 2.2397
C3 -1.4216 2.5482 -1.3159
C4 3.6454 -1.0934 -3.2976
C5 -1.6769 2.7358 0.9795
C6 -3.0546 -0.9710 -0.0800
C7 1.3863 1.4341 3.4130
C8 -3.5103 -0.6641 -2.3721
C9 3.6570 -1.0178 -0.9561
C10 0.2261 -2.7324 1.6304
C11 3.9094 -0.9557 1.3733
C12 -1.2644 2.5365 -3.6653
H1 0.7503 1.9362 2.6906
H2 1.1398 -2.8611 1.0567
H3 2.4357 1.5619 3.1667
H4 -4.3871 -0.7793 -2.9949
H5 -1.2105 1.4486 -3.6197
H6 3.1390 -1.7162 1.5081
H7 -0.6367 2.9885 1.1425
H8 -1.8482 1.6644 1.0891
H9 3.4470 -0.0003 1.6289
H10 -1.9301 2.8145 -4.4767
H11 3.2632 -2.1007 -3.4606
H12 -3.3931 -0.7456 3.0780
H13 -0.0965 -3.6691 2.0755
H14 1.1590 1.8828 4.3777
H15 4.3603 -0.8571 -4.0768
H16 -2.7964 -1.4505 -2.6169
H17 4.7124 -1.1658 2.0721
H18 -2.4479 -2.0843 2.3745
H19 -1.9062 -0.4182 2.1339
H20 -0.5849 -2.3778 0.9962
H21 -2.3535 3.2465 1.6555
H22 2.8224 -0.3818 -3.3101
H23 -3.0316 0.3073 -2.4883
H24 -0.2942 2.9904 -3.8533

Strongest force on any atom (hartree/bohr): 0.0220
LUMO energy (eV): -2.76
Spin multiplicity: 1
Energy above the lowest of the compared OMol25 structures with the same formula, charge and spin (kcal per mole): 0.00
Total charge: +1
E (eV): -82037.4935

---

# 2
4 unconnected molecules or ions with the total composition C12H24F2O14P2 at a distorted geometry, computed with ωB97M-V/def2-TZVPD.

Cartesian coordinates (Å):
P1 -1.1009 0.0832 -1.6354
P2 0.3511 1.9009 5.8369
F1 -2.3929 -4.7752 0.8981
F2 3.4282 -0.5721 -5.6606
O1 -1.5750 -0.1273 -0.1468
O2 0.1201 0.5057 6.5659
O3 0.4524 1.5264 4.2873
O4 0.3551 0.6597 -1.4067
O5 1.6195 0.6255 -5.1559
O6 -0.6157 2.9648 6.1090
O7 -1.1927 -1.1039 -2.4926
O8 -1.9185 1.3752 -2.1039
O9 1.8484 2.3649 6.2647
O10 -3.2889 -6.0347 -3.0305
O11 1.8524 2.7318 -4.4071
O12 -1.9510 -4.4197 -2.2190
O13 -2.7029 -6.0183 -0.8836
O14 2.7431 2.0935 -6.3664
C1 -2.7966 -0.8144 0.1494
C2 2.0762 1.9043 -5.2084
C3 0.3795 2.5797 3.3327
C4 0.5808 1.8838 -0.7407
C5 -1.1227 -4.3631 -1.0649
C6 -1.7011 -5.3934 -0.0985
C7 -1.6536 1.9233 -3.4002
C8 2.9240 1.6234 5.6721
C9 2.2384 -0.1010 -6.1749
C10 2.5570 0.9460 -7.2031
C11 -2.7128 -5.5286 -2.1385
C12 -0.0248 0.5208 8.0138
H1 3.6380 1.2924 6.4259
H2 0.9465 0.2131 8.3953
H3 1.3929 2.7312 2.9505
H4 -3.3492 -0.9853 -0.7789
H5 -0.9715 -6.1143 0.2562
H6 3.3381 2.1949 4.8448
H7 -0.2644 2.2680 -0.1679
H8 -0.1353 -4.6001 -1.4735
H9 -3.4670 -0.1170 0.6633
H10 3.4797 0.6705 -7.7053
H11 1.4362 1.8126 -0.0692
H12 -0.7962 -0.2186 8.2187
H13 -0.7398 1.4689 -3.7979
H14 -0.3710 1.4886 8.3718
H15 -1.4706 2.9832 -3.2478
H16 0.8420 2.6630 -1.4619
H17 -0.9876 -3.3796 -0.6170
H18 1.6246 -0.9308 -6.5161
H19 -2.6370 -1.6931 0.7640
H20 -0.2255 2.2369 2.4927
H21 1.7521 1.1521 -7.9053
H22 -2.3995 1.7215 -4.1671
H23 -0.0341 3.5208 3.6880
H24 2.6222 0.6597 5.2449

Strongest force on any atom (hartree/bohr): 0.0357
LUMO energy (eV): 0.54
Spin multiplicity: 1
Energy above the lowest of the compared OMol25 structures with the same formula, charge and spin (kcal per mole): 14.08
Total charge: 0
E (eV): -65515.1961

---

# 3
A molecular structure, C12H24F4Li4N2O20S4 at a distorted geometry, computed with ωB97M-V/def2-TZVPD.

Cartesian coordinates (Å):
S1 -0.1842 -0.7764 1.1592
S2 0.8538 4.1861 -0.0167
S3 -0.8593 4.0629 1.6339
S4 0.4683 0.9455 -0.3246
F1 -0.2004 -2.2961 0.5804
F2 -1.0096 3.8343 3.2132
F3 1.7862 1.5224 -1.0577
F4 2.2413 4.8997 0.0149
O1 0.7867 -5.1117 -1.1905
O2 4.3741 2.1625 -2.3600
O3 -3.1855 2.4948 2.1675
O4 -2.4125 -5.4478 1.7106
O5 -1.6488 3.0996 0.9420
O6 1.1574 3.1154 -0.9044
O7 -3.8838 1.6087 0.2271
O8 0.0529 5.2054 -0.6640
O9 0.4237 1.9662 0.6993
O10 5.9783 2.9810 -3.5104
O11 -5.3679 2.6739 1.3991
O12 6.5790 1.6465 -1.7839
O13 -1.3996 5.4543 1.8252
O14 0.8422 -2.9020 -0.7144
O15 -0.9719 -3.8725 -1.6900
O16 -1.5838 -0.3879 0.9777
O17 -3.2418 -3.6797 2.8035
O18 -2.0830 -3.4744 0.8987
O19 -0.5003 0.9548 -1.4601
O20 0.3427 -0.8579 2.5329
N1 0.9971 -0.3896 -0.0024
N2 0.7424 3.8663 1.6290
C1 -2.7811 0.7850 0.0186
C2 5.6793 2.2230 -2.4651
C3 -1.7190 -5.9793 0.5506
C4 3.8008 1.4878 -1.2723
C5 -1.8031 -2.7697 -1.7627
C6 -3.2483 3.5517 3.2353
C7 5.1158 3.7363 -4.2831
C8 1.9712 -5.2012 -0.4548
C9 -2.6007 -4.1129 1.8853
C10 0.2781 -3.9145 -1.1905
C11 -2.4151 -2.1768 0.6059
C12 -4.2579 2.2436 1.3470
Li1 1.3721 0.4284 3.0027
Li2 1.3588 -1.5785 -0.5660
Li3 2.2081 -0.4470 0.7854
Li4 1.0639 2.6355 1.9317
H1 -1.8536 1.3131 0.2398
H2 4.2496 0.5162 -1.0655
H3 -0.6763 -5.7119 0.3795
H4 -2.0947 -5.7239 -0.4403
H5 -1.4118 -1.9357 -1.1800
H6 -2.9741 4.4989 2.7707
H7 1.7426 -4.9520 0.5815
H8 5.4198 3.9064 -5.3159
H9 4.0982 3.3492 -4.3350
H10 2.2672 -6.2494 -0.4151
H11 -1.6019 -1.6726 0.0838
H12 2.8736 -4.7797 -0.8978
H13 3.4922 2.0982 -0.4236
H14 -2.4169 -1.6642 1.5679
H15 -2.7269 -0.1855 0.5119
H16 4.9554 4.7142 -3.8292
H17 -3.3766 -1.9571 0.1419
H18 -1.6545 -7.0523 0.7309
H19 -2.6559 3.3556 4.1290
H20 -2.7482 0.4799 -1.0273
H21 2.8330 1.1744 -1.6635
H22 -2.7695 -3.1734 -1.4608
H23 -1.7983 -2.2993 -2.7460
H24 -4.2889 3.5556 3.5597

Strongest force on any atom (hartree/bohr): 0.3221
LUMO energy (eV): -10.59
Spin multiplicity: 1
Total charge: +2
E (eV): -111741.0445

---

# 4
A molecular structure, C12H24FO4Ti at a distorted geometry, computed with ωB97M-V/def2-TZVPD.

Cartesian coordinates (Å):
Ti1 24.1103 -25.6034 17.4159
F1 27.4066 -25.1564 15.3250
O1 19.4378 -26.2220 18.8070
O2 23.4504 -20.9193 16.2203
O3 25.6356 -24.3350 22.1949
O4 25.8838 -29.6403 19.8162
C1 27.0134 -23.7335 23.9955
C2 27.7999 -23.5723 21.5184
C3 26.4213 -30.4965 20.5666
C4 18.9926 -27.2471 20.9385
C5 18.6015 -26.7220 19.5548
C6 17.1966 -26.9453 19.1878
C7 27.7572 -30.1696 21.1339
C8 23.8328 -19.8420 14.1343
C9 25.8349 -31.8620 20.7379
C10 22.6757 -18.6416 16.1954
C11 23.3208 -19.9077 15.5684
C12 26.6882 -23.8411 22.5499
H1 28.4351 -31.0169 21.0308
H2 18.2086 -27.8041 21.4516
H3 24.9881 -32.1262 20.1045
H4 16.9701 -27.9904 19.3989
H5 25.5700 -31.8938 21.7948
H6 24.4136 -18.9424 13.9304
H7 23.4418 -17.9015 16.4265
H8 27.4380 -22.7655 24.2615
H9 27.8611 -24.3917 24.1856
H10 28.1918 -29.2657 20.7071
H11 19.3678 -26.4155 21.5350
H12 22.1727 -18.9271 17.1193
H13 26.7352 -32.4552 20.5780
H14 19.8705 -27.8807 20.8127
H15 16.5696 -26.2660 19.7654
H16 27.6462 -29.9479 22.1954
H17 28.7762 -23.7688 21.9614
H18 27.7451 -22.5275 21.2126
H19 17.0510 -26.6530 18.1479
H20 27.7640 -24.1117 20.5719
H21 22.9645 -19.6830 13.4947
H22 21.9651 -18.1993 15.4972
H23 24.2907 -20.7403 13.7202
H24 26.2102 -23.9605 24.6965

Strongest force on any atom (hartree/bohr): 0.0988
LUMO energy (alpha / beta) (eV): -1.40 / -1.15
Spin multiplicity: 4
Total charge: 0
E (eV): -46848.3171

---

What did the fourth record say?
A molecular structure, C12H24FO4Ti at a distorted geometry, computed with ωB97M-V/def2-TZVPD.

Cartesian coordinates (Å):
Ti1 24.1103 -25.6034 17.4159
F1 27.4066 -25.1564 15.3250
O1 19.4378 -26.2220 18.8070
O2 23.4504 -20.9193 16.2203
O3 25.6356 -24.3350 22.1949
O4 25.8838 -29.6403 19.8162
C1 27.0134 -23.7335 23.9955
C2 27.7999 -23.5723 21.5184
C3 26.4213 -30.4965 20.5666
C4 18.9926 -27.2471 20.9385
C5 18.6015 -26.7220 19.5548
C6 17.1966 -26.9453 19.1878
C7 27.7572 -30.1696 21.1339
C8 23.8328 -19.8420 14.1343
C9 25.8349 -31.8620 20.7379
C10 22.6757 -18.6416 16.1954
C11 23.3208 -19.9077 15.5684
C12 26.6882 -23.8411 22.5499
H1 28.4351 -31.0169 21.0308
H2 18.2086 -27.8041 21.4516
H3 24.9881 -32.1262 20.1045
H4 16.9701 -27.9904 19.3989
H5 25.5700 -31.8938 21.7948
H6 24.4136 -18.9424 13.9304
H7 23.4418 -17.9015 16.4265
H8 27.4380 -22.7655 24.2615
H9 27.8611 -24.3917 24.1856
H10 28.1918 -29.2657 20.7071
H11 19.3678 -26.4155 21.5350
H12 22.1727 -18.9271 17.1193
H13 26.7352 -32.4552 20.5780
H14 19.8705 -27.8807 20.8127
H15 16.5696 -26.2660 19.7654
H16 27.6462 -29.9479 22.1954
H17 28.7762 -23.7688 21.9614
H18 27.7451 -22.5275 21.2126
H19 17.0510 -26.6530 18.1479
H20 27.7640 -24.1117 20.5719
H21 22.9645 -19.6830 13.4947
H22 21.9651 -18.1993 15.4972
H23 24.2907 -20.7403 13.7202
H24 26.2102 -23.9605 24.6965

Strongest force on any atom (hartree/bohr): 0.0988
LUMO energy (alpha / beta) (eV): -1.40 / -1.15
Spin multiplicity: 4
Total charge: 0
E (eV): -46848.3171

---

Q: Which of these has the highest total charge?
A: C12H24F4Li4N2O20S4

---

Q: What is the formula in the first record?
A: C12H24CuO12